[1]
{
  "formula": "C45H95N5O5",
  "method": "ωB97M-V/def2-TZVPD",
  "elements": ["O", "O", "O", "O", "O", "N", "N", "N", "N", "N", "C", "C", "C", "C", "C", "C", "C", "C", "C", "C", "C", "C", "C", "C", "C", "C", "C", "C", "C", "C", "C", "C", "C", "C", "C", "C", "C", "C", "C", "C", "C", "C", "C", "C", "C", "C", "C", "C", "C", "C", "C", "C", "C", "C", "C", "H", "H", "H", "H", "H", "H", "H", "H", "H", "H", "H", "H", "H", "H", "H", "H", "H", "H", "H", "H", "H", "H", "H", "H", "H", "H", "H", "H", "H", "H", "H", "H", "H", "H", "H", "H", "H", "H", "H", "H", "H", "H", "H", "H", "H", "H", "H", "H", "H", "H", "H", "H", "H", "H", "H", "H", "H", "H", "H", "H", "H", "H", "H", "H", "H", "H", "H", "H", "H", "H", "H", "H", "H", "H", "H", "H", "H", "H", "H", "H", "H", "H", "H", "H", "H", "H", "H", "H", "H", "H", "H", "H", "H", "H", "H"],
  "coordinates": [[1.42176, 7.26306, 2.60190], [-2.31880, -1.55241, 1.22518], [-0.85365, -5.73191, 1.44660], [-4.98411, -2.57807, 1.42078], [4.10037, 0.53383, -4.00568], [0.51932, -6.02636, 1.27339], [-5.34498, -2.89303, 2.73339], [3.83227, 1.88963, -4.16584], [1.38980, 6.90741, 1.23808], [-1.69598, -1.16088, 0.07198], [1.31141, 4.44148, 1.75289], [4.04844, 2.61279, -2.83835], [4.40144, 2.43153, -5.42029], [-1.81643, 1.45516, 0.29329], [3.82155, 1.68764, -6.72304], [3.35900, 8.37931, 0.69551], [3.02633, 1.94730, -1.82140], [-1.62309, -1.29257, -2.37026], [-3.75190, -0.81857, -1.19380], [-4.97499, -0.68698, 3.66217], [-2.62589, -3.13215, -1.14041], [2.87090, -5.51359, 1.60436], [1.34938, -3.75711, 0.44575], [3.72808, 4.10211, -3.02800], [3.22211, -6.49249, 0.49539], [-7.15393, -1.10964, 2.52293], [4.25990, 4.72335, -4.37900], [-6.87847, -2.35125, 4.58423], [1.95498, 7.89444, 0.31099], [-2.37933, -1.60920, -1.08467], [0.50972, -6.75041, -1.13500], [-3.14202, -3.29588, 3.95117], [0.20288, 0.33800, 1.20165], [-0.00676, -8.46657, 0.76736], [5.49444, 2.48676, -2.28952], [2.13098, 7.30246, -1.08323], [-4.46942, -3.85126, 3.46193], [0.72889, -7.17520, 0.35467], [-0.70510, 5.95049, 1.16527], [2.27996, -7.61628, 0.54269], [0.79694, 5.63446, 0.91455], [-4.23250, -5.09979, 2.62968], [-6.01730, -3.25372, 5.50672], [5.96856, 2.40711, -5.56110], [0.97029, 5.23719, -0.55658], [4.04847, 3.90976, -5.62981], [-6.05786, -1.78201, 3.36519], [-0.96409, 0.17430, 0.14205], [1.22417, -4.32196, 2.92475], [1.49608, -4.90103, 1.48720], [0.95985, 9.13795, 0.17123], [-0.22636, 0.25690, -1.23294], [1.01451, 6.38859, -1.55511], [-5.37026, -4.37050, 4.62426], [-1.14179, 0.05026, -2.50786], [-2.22902, -1.32640, -3.27569], [-7.00588, -1.45468, 5.19088], [-3.62194, 0.19995, -1.55964], [-4.22165, -1.16834, 4.28576], [-6.82749, -3.54049, 6.17712], [-7.93193, -1.83212, 2.27629], [3.37192, 8.94254, 1.62862], [-0.95110, 6.53942, 2.04888], [2.00544, 2.09503, -2.17363], [5.30567, 4.71313, -4.07184], [-0.13409, 0.24800, 2.23434], [-4.84849, -5.10744, 5.23481], [0.08196, 8.94620, -0.44573], [2.36862, 4.37964, 1.49482], [-0.41039, -6.23711, -1.41429], [2.75018, 1.50127, -6.64876], [0.31748, -7.60525, -1.78336], [2.13364, 8.20663, -1.69197], [3.04422, -5.96827, 2.57971], [0.02785, -8.65634, 1.84015], [1.25423, -6.15020, -1.65802], [0.90295, -0.48997, 1.08996], [2.29881, -3.44042, 0.01402], [-2.37874, -4.04423, 3.73788], [-2.06390, -2.47374, 1.31333], [5.95434, 1.50991, -2.43901], [0.06107, 6.91235, -1.48639], [-1.16651, 6.45269, 0.31498], [-2.52907, 1.73000, -0.48434], [-2.53879, 1.14168, 1.04696], [2.64414, 4.16889, -3.12135], [0.19583, -3.96209, 2.95798], [3.89554, 2.25980, -7.64785], [4.23963, -6.87218, 0.58803], [-3.58896, -5.01513, 1.75402], [3.82688, 7.41303, 0.88386], [-1.27692, 5.02575, 1.24259], [-2.93554, -3.61505, -2.06724], [3.05694, 6.83066, -1.41203], [6.64215, 3.00362, -4.94583], [0.14631, 1.27816, -1.31206], [1.42930, 10.09166, -0.06992], [1.87698, -3.48375, 3.16833], [0.69619, 3.56979, 1.52981], [3.00173, 4.11149, -5.85727], [0.53606, 9.32485, 1.15793], [0.13489, 4.72149, -1.03015], [-1.98823, 0.71585, -2.67702], [-4.22269, -0.81597, -0.21071], [3.97227, 8.77657, -0.11330], [-7.57526, -0.27679, 3.08591], [3.15238, -5.89348, -0.41259], [-4.52014, -1.76847, 1.64629], [-4.48634, -1.27727, -1.85582], [0.57192, -0.48114, -1.31140], [-3.12545, -3.01321, 5.00375], [1.17896, 6.00009, -2.56017], [3.96660, 5.77286, -4.40314], [-7.81316, -2.84339, 4.31545], [-2.80297, -2.52363, 3.26069], [0.37294, -9.33396, 0.22740], [6.19196, 2.64761, -6.60050], [3.58600, -4.70926, 1.43171], [1.26885, 4.61239, 2.82857], [2.51979, -8.13487, 1.47094], [3.33911, 0.12602, -4.42493], [6.49566, 1.47108, -5.37645], [-0.96330, -6.14914, 2.30421], [-5.28582, -2.56802, 5.93433], [0.74559, -2.90264, 0.75143], [-6.31740, -4.86016, 4.39788], [-4.57522, -0.45164, 2.67582], [2.74060, -8.19078, -0.26096], [-0.58051, 0.06747, -3.44208], [-1.05115, -8.32274, 0.49047], [-5.32721, 0.17208, 4.23317], [-5.14886, -5.64230, 2.39716], [3.14002, 0.87548, -1.65897], [4.66683, 4.27154, -6.45129], [4.23954, 0.68157, -6.75790], [5.50534, 2.46210, -1.19985], [4.18542, 4.80135, -2.32799], [6.06203, 3.31829, -2.70725], [-1.28621, 2.31731, 0.69783], [-3.72880, -5.84467, 3.24575], [-6.67215, -0.85048, 1.58016], [-0.76036, -1.90763, -2.62615], [3.12814, 2.47920, -0.87545], [1.27902, -4.95841, 3.80793], [1.78933, 4.54596, -0.75522], [2.27962, 6.98395, 2.93019], [0.89443, -4.17746, -0.45115], [-1.72231, -3.67722, -0.86741], [-3.41791, -3.55576, -0.52287], [0.85079, 1.20483, 1.07154]],
  "mulliken_charge": [-0.510, 0.636, -0.085, -0.343, -0.507, 0.016, 0.204, 0.474, 0.857, 0.231, -1.339, 1.816, 1.322, -1.684, -1.837, -1.846, -2.363, -1.433, -1.577, -1.604, -1.956, -1.417, -1.210, -0.673, -0.702, -1.824, -1.300, -1.259, 1.512, 2.249, -1.749, -1.893, -1.655, -1.953, -1.649, -1.440, 2.294, 1.553, -1.669, -1.033, 1.706, -2.045, -0.788, -1.674, -0.044, -1.034, 1.232, 1.992, -1.726, 1.860, -1.881, -0.704, -1.331, -1.476, -1.018, 0.344, 0.379, 0.341, 0.304, 0.405, 0.458, 0.366, 0.347, 0.329, 0.386, 0.434, 0.519, 0.305, 0.503, 0.329, 0.439, 0.477, 0.540, 0.440, 0.424, 0.341, 0.312, 0.362, 0.458, 0.080, 0.347, 0.471, 0.310, 0.318, 0.285, 0.066, 0.128, 0.377, 0.408, 0.169, 0.443, 0.343, 0.447, 0.374, 0.293, -0.135, 0.455, 0.428, -0.252, 0.368, 0.449, 0.167, 0.428, 0.027, 0.389, 0.366, 0.285, -0.146, 0.511, 0.493, 0.309, 0.501, 0.387, 0.404, 0.300, 0.420, 0.463, 0.450, 0.439, 0.352, 0.349, 0.368, 0.299, 0.330, -0.090, 0.499, 0.672, 0.401, 0.403, 0.400, 0.457, 0.432, 0.696, 0.544, 0.418, 0.452, 0.357, 0.344, 0.145, 0.496, 0.264, 0.390, 0.356, 0.399, -0.394, 0.313, 0.209, 0.317, 0.141, 0.059],
  "lumo_ev": 0.46,
  "gap_ha": 0.300,
  "e_above_lowest_ev": 6.313,
  "multiplicity": 1,
  "e_tot_ev": -65881.872,
  "smiles": "CC1(C)CCCC(C)(C)N1O.CC1(C)CCCC(C)(C)N1O.CC1(C)CCCC(C)(C)N1O.CC1(C)CCCC(C)(C)N1O.CC1(C)CCCC(C)(C)N1O"
}

[2]
{
  "formula": "C45H96N3O29P5",
  "method": "ωB97M-V/def2-TZVPD",
  "elements": ["P", "P", "P", "P", "P", "O", "O", "O", "O", "O", "O", "O", "O", "O", "O", "O", "O", "O", "O", "O", "O", "O", "O", "O", "O", "O", "O", "O", "O", "O", "O", "O", "O", "O", "N", "N", "N", "C", "C", "C", "C", "C", "C", "C", "C", "C", "C", "C", "C", "C", "C", "C", "C", "C", "C", "C", "C", "C", "C", "C", "C", "C", "C", "C", "C", "C", "C", "C", "C", "C", "C", "C", "C", "C", "C", "C", "C", "C", "C", "C", "C", "C", "H", "H", "H", "H", "H", "H", "H", "H", "H", "H", "H", "H", "H", "H", "H", "H", "H", "H", "H", "H", "H", "H", "H", "H", "H", "H", "H", "H", "H", "H", "H", "H", "H", "H", "H", "H", "H", "H", "H", "H", "H", "H", "H", "H", "H", "H", "H", "H", "H", "H", "H", "H", "H", "H", "H", "H", "H", "H", "H", "H", "H", "H", "H", "H", "H", "H", "H", "H", "H", "H", "H", "H", "H", "H", "H", "H", "H", "H", "H", "H", "H", "H", "H", "H", "H", "H", "H", "H", "H", "H", "H", "H", "H", "H", "H", "H"],
  "coordinates": [[6.95601, -8.97060, 9.31365], [0.63726, -8.58335, -2.03721], [-6.68352, 12.25789, -6.61743], [-12.13098, 2.89864, 2.60869], [9.07989, -3.44571, -7.68454], [3.87191, 5.87397, -3.97397], [-7.34618, 11.56304, -7.79274], [8.15407, 3.43627, 3.86306], [3.78401, 7.74395, -2.85774], [1.67065, -7.88512, -1.25428], [9.61855, -4.76530, -7.26039], [8.21357, -3.43254, -9.08870], [-10.68435, 3.53466, 2.90622], [6.20994, -9.95239, 8.51751], [0.23847, -10.00462, -1.35161], [8.10371, 1.15948, 3.94229], [6.41591, -7.38108, 9.22040], [0.88312, 1.22940, 1.57193], [8.53829, -8.76030, 9.00749], [0.93794, -8.94870, -3.56856], [10.32277, -2.37957, -7.90120], [-0.77721, -7.77796, -2.22820], [3.53877, 7.86669, -5.03521], [-0.96795, 2.53172, 0.99595], [8.17066, -2.77528, -6.59044], [-0.69295, 1.68793, 3.04699], [-12.04652, 3.04845, 0.99031], [-5.13776, 11.78584, -6.33164], [-12.48352, 1.57364, 3.12519], [6.89441, -9.22799, 10.93493], [-6.62452, 13.86550, -6.80644], [-7.45681, 12.00156, -5.23149], [8.15703, 2.44034, 5.81140], [-13.15731, 3.99420, 3.10566], [-5.75888, -5.12507, 6.35459], [0.35770, 0.27036, -7.37302], [0.09104, 5.21099, 9.52050], [9.28905, -7.55505, 9.36719], [-14.52312, 3.89441, 2.71949], [3.75596, 7.20976, -4.02806], [-0.54226, 0.04543, -6.71535], [0.12587, 0.78037, 3.68154], [8.15839, -3.23500, -5.26227], [-4.72833, 10.53645, -4.26816], [-15.26073, 5.06476, 3.37821], [2.21852, -9.83229, -5.41080], [-9.60609, 12.98239, -5.40375], [3.66096, 6.75258, -1.92598], [-6.45805, 14.52053, -8.07285], [-0.41428, -12.36891, -1.57161], [-11.53129, 4.25556, 0.40089], [1.20099, 0.40226, 2.65310], [8.19747, 2.23308, 4.49329], [-4.62862, 11.84237, -5.00614], [5.51862, -7.86270, 12.35429], [-8.84439, 11.69332, -5.22003], [4.28558, 5.59965, -2.65434], [-7.80183, 15.12792, -8.44574], [2.24959, -9.40094, -3.91446], [6.91815, -2.60388, -4.66454], [8.18479, 4.46114, 4.82215], [5.97713, -6.83864, 7.95576], [-0.67497, -10.94029, -2.03109], [-1.18074, -6.69395, -1.40292], [-2.69385, -6.86570, -1.37589], [11.16804, -3.31245, -10.12314], [11.46276, -2.66301, -8.73991], [1.07859, 5.47042, 10.08789], [5.64530, -9.22083, 11.61817], [4.71439, -6.01476, 8.21440], [-9.60757, 2.67721, 3.20137], [2.39443, 5.82749, 10.66601], [6.83423, -3.87371, -9.15304], [8.55318, 3.70394, 6.02876], [10.74048, -7.97213, 9.54314], [-6.80594, -5.40712, 6.52510], [-9.50617, 2.53786, 4.76205], [-8.21183, -5.90419, 6.73391], [-1.74793, -0.21468, -5.90569], [6.85631, -4.90390, -10.25819], [-10.09572, 3.88265, -0.08007], [-0.33907, 1.87034, 1.80698], [-10.41442, 2.07372, 5.14645], [5.03495, -5.01255, 8.49884], [-1.84764, -1.27078, -5.65508], [-4.24691, 9.80174, -4.91355], [9.09673, -3.01055, -4.75509], [-12.24888, 4.53700, -0.36979], [12.04564, -3.34010, -10.76901], [-9.89038, 4.54805, -0.91863], [2.22204, 0.56135, 2.99986], [8.77769, -7.09321, 10.21178], [5.81394, -7.73956, 7.36432], [-9.60485, 1.82254, 2.52488], [2.49830, 5.60562, 11.72812], [-9.17308, 10.85181, -5.82989], [5.80204, -10.08625, 12.26206], [12.12906, -3.35921, -8.23055], [-4.26578, 10.52798, -3.28121], [-2.95334, -7.86085, -1.01472], [10.80675, -8.50593, 10.49117], [1.06240, -0.63949, 2.36388], [-6.08632, 13.84295, -8.84148], [4.50801, -7.56854, 12.63754], [11.94198, -1.69203, -8.86497], [5.81777, -5.21923, -10.35873], [-8.61119, 14.39799, -8.46071], [10.83388, -4.32325, -9.88924], [0.42596, -12.83129, -2.08959], [-5.72600, 15.32753, -8.04229], [4.23755, 6.98503, -1.03065], [4.86122, -9.52088, 10.92299], [-1.71208, 0.41657, -5.01781], [-2.66901, 0.10111, -6.39558], [-16.32780, 4.84318, 3.39672], [2.67113, 6.47331, -1.56493], [-1.71796, -10.64703, -1.91157], [-8.71095, 3.22603, 2.91332], [7.15228, 4.80351, 4.89152], [9.28508, -6.88219, 8.50967], [2.70854, -10.20216, -3.33522], [8.07340, 4.11320, 6.91782], [-9.29866, 3.95105, 0.66028], [-0.41276, -10.96984, -3.08867], [7.21429, -1.61015, -4.32854], [10.27826, -2.93531, -10.62728], [-8.90144, -5.12976, 6.39805], [3.89136, 4.59682, -2.48998], [5.36636, 5.57330, -2.51535], [-8.10433, 15.81658, -7.65686], [-14.95846, 2.97171, 3.10316], [-14.60563, 3.89987, 1.63263], [-14.77865, 5.26383, 4.33532], [11.45339, -7.15603, 9.66081], [3.23066, 5.37670, 10.13158], [0.57535, 1.23653, 4.56358], [4.16182, -6.17240, 9.14064], [-9.32152, 3.49512, 5.24955], [6.06509, -8.05702, 13.27717], [-9.99778, 2.90894, -0.56007], [-0.29517, -12.63645, -0.52169], [-3.15322, -6.70533, -2.35127], [9.63341, 3.76224, 6.16223], [-8.48054, -6.09677, 7.77256], [6.03645, -7.03958, 11.86193], [-5.74147, 10.13880, -4.20888], [-11.56387, 5.06655, 1.12844], [7.52787, -5.75110, -10.11904], [-10.64672, 12.71984, -5.21330], [11.05645, -8.49302, 8.63930], [-7.66435, 15.67249, -9.37990], [-15.15624, 5.90795, 2.69540], [1.79319, -8.98322, -5.94584], [3.20210, -10.12825, -5.77559], [-5.11317, 12.68423, -4.51158], [-1.27002, -12.97475, -1.86954], [-9.00608, 11.25734, -4.23419], [7.26625, -4.44994, -11.16039], [-3.11305, -6.13367, -0.68560], [4.05875, -6.04063, 7.34401], [-0.77636, -5.75661, -1.78497], [-8.72115, 1.85113, 5.07866], [1.54740, -10.66193, -5.63306], [6.43546, -4.29078, -8.22831], [6.03161, -2.67370, -5.29483], [-8.38417, -6.84759, 6.21585], [6.66698, -3.12429, -3.74032], [-0.45546, -0.08138, 4.00948], [-0.91541, -6.73446, -0.34648], [8.10075, -4.32149, -5.19655], [-9.48763, 13.33527, -6.42820], [2.45471, 6.89690, 10.46394], [-3.58289, 12.08424, -5.19604], [8.87716, 5.26733, 4.57968], [-9.32597, 13.80547, -4.74634], [6.65605, -6.13078, 7.48025], [3.06095, -8.67375, -3.88301], [6.10770, -3.08177, -9.33494]],
  "mulliken_charge": [0.856, 0.798, 0.817, 0.865, 0.825, -0.307, -0.760, -0.314, -0.285, -0.712, -0.717, -0.221, -0.230, -0.721, -0.297, -0.537, -0.188, -0.333, -0.344, -0.241, -0.375, -0.247, -0.577, -0.548, -0.227, -0.311, -0.374, -0.370, -0.729, -0.303, -0.252, -0.235, -0.296, -0.227, -0.268, -0.319, -0.352, 0.069, -0.251, 0.689, 0.282, -0.280, -0.290, -1.105, -1.138, -1.203, -0.839, -0.278, -0.270, -1.243, -0.196, -0.189, 0.664, -0.181, -0.932, -0.365, -0.307, -1.042, -0.242, -1.114, -0.274, -0.250, 0.073, -0.225, -1.133, -1.048, -0.165, 0.294, -0.409, -1.201, -0.317, -0.696, -0.206, -0.331, -1.297, 0.230, -1.156, -0.726, -0.719, -1.150, -1.090, 0.679, 0.299, 0.347, 0.249, 0.323, 0.354, 0.388, 0.361, 0.400, 0.255, 0.321, 0.431, 0.430, 0.263, 0.327, 0.355, 0.237, 0.358, 0.267, 0.320, 0.225, 0.327, 0.305, 0.328, 0.385, 0.228, 0.327, 0.289, 0.342, 0.288, 0.339, 0.247, 0.261, 0.357, 0.260, 0.231, 0.272, 0.255, 0.179, 0.328, 0.278, 0.212, 0.226, 0.268, 0.246, 0.249, 0.276, 0.241, 0.281, 0.296, 0.334, 0.312, 0.396, 0.252, 0.251, 0.328, 0.281, 0.319, 0.295, 0.337, 0.286, 0.275, 0.264, 0.260, 0.252, 0.297, 0.290, 0.415, 0.298, 0.387, 0.279, 0.295, 0.378, 0.314, 0.378, 0.341, 0.285, 0.393, 0.302, 0.310, 0.391, 0.314, 0.299, 0.289, 0.251, 0.385, 0.252, 0.296, 0.328, 0.104, 0.238, 0.349, 0.280, 0.254, 0.220, 0.342, 0.304],
  "lumo_ev": 0.10,
  "gap_ha": 0.374,
  "multiplicity": 1,
  "e_tot_ev": -158521.586,
  "smiles": "CCOP(=O)(OCC)OCC.CCOP(=O)(OCC)OCC.CCOP(=O)(OCC)OCC.CCOP(=O)(OCC)OCC.CCOP(=O)(OCC)OCC.O=C1OCCO1.O=C1OCCO1.O=C1OCCO1.CC#N.CC#N.CC#N"
}